# 1
111
Properties=species:S:1:pos:R:3:mulliken_charge:R:1 method="wB97M-V/def2-TZVPD" mol_weight_g_mol=969.21 orbital_gap_ev=2.3 total_charge=-1 total_energy_ev=-240838.7272
C 7.23566 -1.72351 -0.61304 -1.297
C 6.55404 -2.07832 0.80192 -0.481
C 5.39805 -3.20111 0.70512 0.315
F 5.62801 -3.88552 -0.52218 -0.355
C 3.90489 -2.63703 0.80662 0.636
C 2.99576 -3.06693 -0.29124 -1.283
C 1.56390 -2.66902 -0.33146 0.415
C 0.98397 -1.79425 0.76888 0.350
C 1.88192 -1.34628 1.87264 0.662
C 1.28777 -0.46544 3.03507 -0.979
C 0.74013 0.96168 2.60584 -0.294
C -0.04537 1.55174 3.88643 -0.871
C -1.09517 2.68524 3.52234 -0.703
C -2.62361 2.23722 3.75945 -0.484
C -3.50250 2.87071 2.58031 -0.672
C -5.04540 3.00753 2.92274 -0.926
C -5.97638 2.15418 1.96409 -0.057
C -6.62639 3.01162 0.78262 -0.580
C -7.01030 2.10524 -0.51662 -0.466
C -8.11167 0.98123 -0.13706 -0.610
O -8.93366 0.58095 -1.27932 -0.251
C -8.20549 -0.35582 -2.15010 -0.495
C 3.33717 -1.73650 1.93956 0.291
C 4.21802 -1.24305 3.17979 -1.672
C 4.62139 0.29135 3.16562 -0.343
C 4.60176 0.96815 1.73723 -0.510
N 5.73104 1.95040 1.73787 -0.177
C 6.67736 1.64708 0.64879 0.139
C 7.94405 2.55846 0.63618 -0.014
C 8.72498 2.91215 1.85668 -0.459
C 9.95562 3.74730 1.79690 -0.556
C 10.48186 4.26040 0.49007 -0.447
C 9.70087 3.93310 -0.72609 -0.542
C 8.47163 3.09870 -0.63353 0.727
O 7.79943 2.81252 -1.84837 -0.442
C -0.54122 -1.48071 0.64701 0.183
O -1.25928 -1.13146 1.54977 -0.483
C -1.20872 -1.68740 -0.76600 -0.521
C -0.67609 -2.48502 -1.75175 -0.727
C 0.67933 -3.20680 -1.50286 0.488
O 1.10504 -4.21789 -2.14623 -0.551
H 8.01929 -0.91847 -0.44691 0.460
H 7.80976 -2.65961 -0.89842 0.371
H 6.48936 -1.46335 -1.40436 0.226
H 7.42316 -2.55578 1.42918 0.435
H 6.25155 -1.12065 1.34491 0.318
H 5.55443 -3.97476 1.53320 0.118
H 3.35095 -3.73060 -1.12883 0.307
H 1.99218 -0.34598 3.91069 0.300
H 0.39287 -1.03463 3.44287 0.593
H 1.63402 1.62743 2.42837 0.123
H 0.10114 0.95955 1.68607 0.380
H -0.51840 0.70782 4.46966 0.464
H 0.77166 1.97318 4.55147 0.353
H -0.92944 3.52030 4.27289 0.227
H -0.99356 3.03079 2.45780 0.473
H -3.04439 2.68949 4.70984 0.333
H -2.73048 1.11943 3.79476 0.258
H -3.09286 3.89888 2.37477 0.376
H -3.30286 2.23076 1.67365 0.291
H -5.26696 2.74317 3.99538 0.406
H -5.32352 4.10304 2.80637 0.302
H -6.83631 1.70591 2.53966 0.301
H -5.39172 1.33016 1.48634 -0.044
H -5.92737 3.82467 0.41627 0.302
H -7.59653 3.50376 1.08806 0.252
H -7.51214 2.77372 -1.29434 0.285
H -6.04722 1.65785 -1.03579 0.332
H -8.82030 1.47691 0.60106 0.377
H -7.59376 0.11391 0.32348 0.417
H -7.50565 0.27254 -2.77764 0.249
H -7.56853 -1.02830 -1.51432 0.272
H -8.89540 -0.94946 -2.81147 0.182
H 5.13480 -1.88653 3.26666 0.392
H 3.58760 -1.39902 4.11298 0.768
H 4.01295 0.93482 3.86782 0.252
H 5.68969 0.35641 3.55605 0.246
H 4.76990 0.26232 0.88135 0.312
H 3.66001 1.57783 1.65989 0.231
H 5.37727 2.90848 1.69458 0.299
H 6.19941 1.69966 -0.37924 0.333
H 7.07991 0.59018 0.73786 -0.584
H 8.42595 2.55223 2.87721 0.253
H 10.56944 4.00559 2.70033 0.283
H 11.42543 4.86289 0.45204 0.316
H 10.10248 4.32915 -1.70079 0.255
H 7.83527 3.64862 -2.35778 0.292
H -2.18109 -1.16426 -0.95232 0.476
H -1.14989 -2.65960 -2.74816 0.432
Al 2.41596 -2.65155 -2.87312 0.311
C -8.78307 -3.57792 -6.34983 -1.059
C -7.79845 -2.50853 -6.78079 -0.202
O -6.72264 -2.39364 -5.84443 -0.311
C -5.76443 -3.33526 -5.95067 0.724
O -5.73761 -4.23118 -6.75599 -0.573
O -4.86028 -3.11266 -4.99860 -0.264
C -3.81291 -4.06909 -4.91802 -0.384
H -9.12179 -3.39708 -5.32731 0.242
H -9.64937 -3.59553 -7.01363 0.366
H -8.32074 -4.56673 -6.36217 0.304
H -8.30024 -1.53971 -6.79912 0.311
H -7.41748 -2.69374 -7.78778 0.316
H -3.31899 -4.20703 -5.88059 0.315
H -4.20066 -5.01987 -4.54830 0.306
H -3.07874 -3.69460 -4.20656 -0.046
F -0.04568 -1.12126 -3.50918 -0.749
Br -5.55777 0.11529 -0.21521 -0.907
Br -10.81633 -0.54046 -1.05757 -0.074
K 6.49057 -2.61783 3.41448 0.983
Cl -10.88185 1.95846 -0.87185 -0.312
F 8.48804 0.78459 -1.24056 -0.849

# 2
14
Properties=species:S:1:pos:R:3:mulliken_charge:R:1 method="wB97M-V/def2-TZVPD" mol_weight_g_mol=157.00 orbital_gap_ev="7.4 / 9.0" total_charge=0 total_energy_ev=-33379.0830 relative_energy_ev=5.109
C -0.20719 -0.25926 -0.02115 0.269
C 0.58350 -1.19430 -0.39404 -0.588
C -1.53620 -0.22398 0.58985 -0.458
C 3.22533 0.01610 -0.48808 0.299
O -2.05648 1.07162 0.45115 -0.522
O 3.93792 0.27536 -1.65797 -0.473
Cl 2.50545 1.46113 0.07021 -0.129
Cl 4.17658 -0.76505 0.72536 -0.154
H 0.11260 0.84708 -0.11020 0.110
H 1.18274 -2.08525 -0.59004 0.394
H -1.53280 -0.39158 1.69845 0.189
H -2.20552 -0.98791 0.38493 0.412
H -1.48848 1.66440 0.94883 0.315
H 4.92146 0.41091 -1.62631 0.334

# 3
118
Properties=species:S:1:pos:R:3:mulliken_charge:R:1 method="wB97M-V/def2-TZVPD" mol_weight_g_mol=696.89 orbital_gap_ev=7.6 total_charge=0 total_energy_ev=-66530.2850 relative_energy_ev=11.696
C 0.96438 -2.86364 -1.91928 -1.083
O 1.93938 -2.57164 -0.97228 -0.532
H 0.21038 -2.12764 -2.11528 0.311
H 0.56538 -3.81564 -1.53828 0.277
H 1.47738 -3.16464 -2.82628 0.507
H 2.71938 -3.11664 -1.15428 0.380
C 0.62938 3.13936 -3.04928 -1.034
O 1.15938 1.91636 -2.56928 -0.425
H 1.36438 3.74736 -3.47628 0.496
H 0.23338 3.77436 -2.23928 0.213
H -0.20462 2.94236 -3.73028 0.336
H 0.71738 1.53536 -1.76928 0.326
C -2.44662 -0.38964 2.42072 0.575
O -3.54562 -0.38364 3.29572 -0.742
H -2.74362 -0.57164 1.36972 -0.407
H -1.83062 -1.24464 2.78672 -0.036
H -1.85662 0.53036 2.45772 -0.186
H -4.28462 0.10236 2.88472 0.406
C -0.12762 0.05536 -0.20828 0.341
O -1.17962 -0.89964 -0.32228 0.392
N -0.45062 1.31236 -0.04128 1.754
N 1.11238 -0.16364 -0.35528 2.217
H -1.47662 1.52236 0.00172 -1.118
H 0.17838 1.97336 0.31672 -0.163
H 1.34138 -1.13564 -0.59828 -1.854
H 1.87038 0.44436 -0.25428 -0.334
C -5.47762 2.15236 2.97372 0.335
O -6.75662 1.87236 3.51172 -0.792
N -4.68962 3.04736 3.43572 -0.288
N -4.92362 1.51736 1.98372 -0.080
H -4.97262 3.55936 4.34672 0.255
H -3.67662 3.05636 3.17072 0.556
H -5.41262 0.76236 1.46572 0.270
H -4.00762 1.66436 1.52372 -0.278
C -0.79062 3.16136 2.28472 -0.492
O -2.15662 2.99036 2.59972 -0.790
N 0.14238 2.43536 2.75872 -0.065
N -0.32462 4.08836 1.56272 0.004
H -0.17162 1.64636 3.33372 0.338
H 1.14238 2.59236 2.58272 0.082
H -1.07562 4.73436 1.25972 0.308
H 0.66338 4.31836 1.34872 0.313
C -3.14262 -0.56764 -2.78128 0.446
O -3.88062 -0.43164 -1.60228 -0.674
N -1.91262 -0.70664 -2.85928 0.155
N -3.71962 -0.55064 -3.94228 -0.376
H -1.42262 -0.69264 -1.96728 -0.607
H -1.33762 -0.75264 -3.73728 0.272
H -4.74462 -0.70164 -3.91128 0.372
H -3.21162 -0.86864 -4.73728 0.156
C 2.72838 2.84636 0.71372 0.348
O 2.24138 4.13036 0.62072 -0.888
N 3.14338 2.30136 1.82472 -0.167
N 2.93538 2.11636 -0.35228 -0.078
H 3.00838 2.82136 2.71472 0.377
H 3.45238 1.25836 1.90572 0.461
H 2.64238 2.41636 -1.28328 0.016
H 3.73938 1.46136 -0.38628 -0.122
C 5.83338 -1.46364 2.34272 -1.744
C 4.98938 -0.79164 1.29572 0.439
C 4.53538 -1.76364 0.26072 -0.241
O 4.01438 -0.14964 1.76972 -0.656
H 5.36838 -2.25664 2.93072 0.295
H 6.11238 -0.68064 3.01572 0.469
H 6.76738 -1.72864 1.83872 0.448
H 5.66538 -0.09664 0.82272 0.611
H 3.95638 -2.59664 0.69472 0.295
H 5.39438 -2.18064 -0.25228 0.564
H 3.93138 -1.24964 -0.43028 -0.727
H 3.50438 -0.82564 2.24972 -0.031
C -1.86562 -4.00464 -0.87328 -0.643
C -3.14862 -4.42264 -0.27728 -0.190
C -3.74362 -3.31564 0.62272 -0.844
O -4.07262 -4.79964 -1.07128 -0.516
H -1.44462 -4.84264 -1.39628 0.450
H -1.14362 -3.59464 -0.11828 -0.142
H -2.01062 -3.16664 -1.52528 0.154
H -2.93462 -5.26764 0.32172 0.578
H -3.95462 -2.53064 -0.09128 0.043
H -2.93062 -3.01664 1.30872 0.062
H -4.59662 -3.72764 1.05372 0.432
H -4.17362 -5.74364 -0.89828 0.447
C 0.49038 -2.90164 2.11672 -0.911
C 1.55338 -1.81564 2.35472 1.818
C 1.07438 -0.48764 2.94872 0.594
O 2.53738 -2.19864 3.00372 -0.482
H -0.13462 -3.26664 2.93972 0.553
H 1.10138 -3.71664 1.68072 0.350
H -0.12362 -2.62564 1.27372 -0.567
H 1.92638 -1.57464 1.34272 -1.156
H 1.83438 0.28736 3.12272 0.486
H 0.54338 -0.58164 3.89372 0.529
H 0.36238 -0.08464 2.31672 -1.196
H 2.25638 -2.61964 3.81072 0.472
C -2.21862 3.10436 -1.64728 -0.705
C -3.34262 2.65336 -0.76028 0.054
C -4.73762 2.50436 -1.44028 -1.261
O -3.09462 1.66036 -0.09928 0.857
H -2.64162 3.73036 -2.41028 0.457
H -1.69862 2.29436 -2.21828 -0.133
H -1.50762 3.59036 -0.98428 0.067
H -3.59662 3.41136 -0.01928 0.262
H -5.46762 1.87536 -0.81728 0.144
H -4.57062 1.90636 -2.37028 0.338
H -5.21462 3.45836 -1.63728 0.421
H -3.26062 0.93836 -0.71828 -0.592
C 4.09538 -1.60564 -3.36128 -1.686
C 3.71138 -0.22564 -2.98928 2.706
C 4.88038 0.63836 -2.53328 -1.512
O 3.22138 0.45336 -3.92328 -0.683
H 4.73238 -1.70064 -4.17828 0.502
H 3.24238 -2.16564 -3.64728 0.277
H 4.37138 -2.16464 -2.45028 0.152
H 2.99538 -0.38564 -2.16128 -1.034
H 5.71138 0.70836 -3.26628 0.400
H 5.42738 0.28336 -1.63628 0.196
H 4.66338 1.64836 -2.23128 0.355
H 2.45738 0.96436 -3.65528 0.395

# 4
15
Properties=species:S:1:pos:R:3:mulliken_charge:R:1 method="wB97M-V/def2-TZVPD" mol_weight_g_mol=129.19 orbital_gap_ev=9.0 smiles="C[C@@H]1C=NNC(=S)N1" total_charge=0 total_energy_ev=-19565.9882 relative_energy_ev=1.790
C -1.67907 -1.10312 -0.27786 -1.308
C -0.60539 -0.29390 0.42609 0.558
C -0.69628 1.13504 -0.10547 -0.325
N 0.24921 1.98943 -0.12022 -0.602
N 1.53142 1.48599 0.12343 -0.014
C 1.85845 0.11480 0.12022 0.188
S 3.44945 -0.42398 -0.12240 -0.406
N 0.77158 -0.63891 0.21760 -0.191
H -1.45029 -1.18887 -1.32100 0.391
H -1.77192 -2.16855 0.07978 0.328
H -2.65197 -0.53920 -0.23332 0.328
H -0.75213 -0.30234 1.55755 0.201
H -1.63961 1.48914 -0.35903 0.418
H 2.28148 2.06095 -0.10033 0.224
H 1.10507 -1.61646 0.11495 0.209

# 5
57
Properties=species:S:1:pos:R:3:mulliken_charge:R:1 method="wB97M-V/def2-TZVPD" mol_weight_g_mol=404.37 orbital_gap_ev=7.5 total_charge=+1 total_energy_ev=-51268.6111
C 0.73980 3.36733 -1.70836 -0.856
C 2.30458 3.28372 -2.06424 -0.240
N 3.10238 2.88098 -0.85825 -0.652
N 2.72978 1.56115 -0.55723 0.289
C 3.37937 0.48972 -0.98229 0.160
N 4.56381 0.72302 -1.84534 -0.522
N 3.03568 -0.89045 -0.73381 0.203
C 2.36484 -1.55775 -1.89035 -1.255
C 1.13148 -0.75914 -2.52410 0.422
N 0.11205 -1.71337 -3.01321 0.091
C -0.64300 -2.38807 -1.92079 -0.584
C -1.35543 -1.41363 -0.87676 -0.564
C -0.75273 -1.14435 -4.04483 0.517
C -0.19685 -0.99417 -5.55256 -1.070
O -1.93945 -0.78715 -3.87597 -0.522
P 2.24839 -1.18257 0.80870 0.328
O 1.37680 -2.46086 0.81286 -0.532
H 0.59944 3.70232 -0.61948 0.272
H 0.26135 4.08305 -2.44555 0.352
H 0.23478 2.35193 -1.83268 0.156
H 2.65319 4.31956 -2.36868 0.371
H 2.49372 2.57106 -2.93144 0.127
H 2.92261 3.49826 -0.05799 0.286
H 1.88236 1.45528 0.01766 0.233
H 5.15099 1.47178 -1.45343 0.364
H 4.16060 1.07719 -2.72641 0.346
H 2.07607 -2.63957 -1.65289 0.599
H 3.15852 -1.64560 -2.71827 0.281
H 1.54260 -0.22484 -3.45911 0.265
H 0.73786 0.06506 -1.84442 -0.201
H -0.00838 -3.11851 -1.30643 0.285
H -1.46798 -3.00570 -2.42847 0.426
H -2.00900 -0.61039 -1.33932 0.307
H -0.53822 -0.85988 -0.28340 -0.112
H -1.98810 -1.95278 -0.09766 0.311
H 0.48202 -1.85233 -5.85462 0.299
H 0.33883 -0.00195 -5.68863 0.253
H -1.11841 -0.94841 -6.23393 0.370
H 1.41488 -0.12426 1.28813 0.056
H 3.25877 -1.41637 1.81933 0.138
C -0.90954 -1.73054 4.30104 -0.590
O -1.72363 -0.74147 3.67741 -0.048
P -2.86344 -0.04898 4.56472 0.786
O -3.21396 -0.74820 5.81803 -0.665
O -4.07028 0.11780 3.52673 -0.289
C -4.61140 -1.08605 2.99394 -0.508
O -2.32046 1.44309 4.73576 -0.306
C -2.97455 2.26687 5.69686 -0.650
H -1.36506 -2.71070 4.15462 0.274
H 0.07245 -1.72084 3.82624 0.116
H -0.78352 -1.53823 5.36760 0.367
H -4.77176 -1.82383 3.78351 0.335
H -3.93319 -1.49451 2.24173 0.098
H -5.56785 -0.86136 2.52221 0.265
H -2.51842 2.11000 6.67584 0.262
H -4.04310 2.04767 5.74949 0.322
H -2.84231 3.30998 5.40847 0.234

# 6
56
Properties=species:S:1:pos:R:3:mulliken_charge:R:1 method="wB97M-V/def2-TZVPD" mol_weight_g_mol=589.27 orbital_gap_ev=7.1 total_charge=-1 total_energy_ev=-109953.7123 relative_energy_ev=0.000
Rh 0.76259 -0.06588 0.10081 0.482
O -0.57436 3.85984 -4.18361 -0.562
C -0.61346 4.45879 -3.01096 0.401
O -0.90148 5.62804 -2.87972 -0.642
C -0.31942 3.61625 -1.81840 0.291
C -0.32772 4.06839 -0.51744 -0.251
N -0.00807 3.02276 0.26805 -0.295
N 0.20482 1.92145 -0.45118 0.158
C 0.01291 2.24689 -1.71356 -0.726
C 0.14382 1.10820 -2.68636 1.074
O 0.04740 1.36836 -3.90226 -0.875
O 0.32505 -0.01149 -2.14428 -0.563
H -0.34920 2.86919 -4.11432 0.463
H -0.54371 5.04762 -0.12680 0.527
H 0.04516 2.96311 1.27126 0.090
Br -5.56742 -0.87671 2.15345 -0.255
C -3.75495 -0.64237 1.60927 0.101
C -3.47717 -0.34997 0.28675 -0.701
C -2.15211 -0.18043 -0.09847 0.052
C -1.10048 -0.30168 0.81457 0.183
C -1.42257 -0.60289 2.13670 0.208
C -2.74430 -0.77191 2.54174 -0.825
H -4.27870 -0.26092 -0.43490 0.433
H -1.93763 0.03304 -1.13903 0.354
H -0.64289 -0.73378 2.87949 0.246
H -2.97551 -1.01069 3.57185 0.439
C -0.29997 -3.60902 0.18240 -1.133
C 1.00451 -3.95421 0.90632 0.330
C 2.20591 -3.81210 -0.02643 -1.572
C 1.17362 -3.22711 2.23097 0.993
C 0.99860 -3.96963 3.39208 -0.895
C 1.16416 -3.42191 4.65587 -1.327
C 1.56769 -2.09968 4.74633 -0.772
C 1.77307 -1.31178 3.61844 0.846
C 2.29609 0.10089 3.84411 0.128
C 1.24743 1.19015 3.59599 -0.795
C 3.59078 0.39747 3.08634 -1.566
C 1.52527 -1.86370 2.33914 0.084
N 1.68155 -1.07198 1.22116 -0.554
H -0.47195 -4.32092 -0.62945 0.516
H -0.26561 -2.61013 -0.24877 -0.012
H -1.15051 -3.64983 0.86551 0.273
H 0.94250 -5.01388 1.17592 0.488
H 2.31811 -2.78699 -0.37874 0.206
H 2.07391 -4.45804 -0.89770 0.467
H 3.12911 -4.10272 0.48012 0.350
H 0.72031 -5.01375 3.29568 0.344
H 1.00913 -4.01822 5.54559 0.363
H 1.74564 -1.65855 5.72185 0.350
H 2.54183 0.14524 4.91054 0.521
H 0.93870 1.18839 2.54900 -0.360
H 1.66473 2.17074 3.84338 0.604
H 0.35979 1.02821 4.21030 0.305
H 3.42651 0.39903 2.01025 0.163
H 4.34841 -0.35618 3.31048 0.370
H 3.97978 1.37475 3.38439 0.475